[1]
{
  "formula": "C5H8O",
  "method": "wB97M-V/def2-TZVPD",
  "smiles": "C#CC[C@@H](C)O",
  "total_charge": 0,
  "lumo_energy_ev": 1.00,
  "max_force_ha_per_bohr": 0.0454,
  "de_lowest_kcal_mol": 50.5,
  "homo_energy_ev": -10.0,
  "orbital_gap_ev": 10.95,
  "symbols": ["O", "C", "C", "C", "C", "C", "H", "H", "H", "H", "H", "H", "H", "H"],
  "coordinates": [[-0.954268, -0.210056, -1.178272], [0.108961, 1.758087, -0.786995], [0.303619, -1.549977, 0.876048], [-0.220422, -2.602169, 0.932951], [-0.429992, 0.533310, -0.149949], [0.696869, -0.211730, 0.681837], [0.856727, 0.258184, 1.649303], [1.632776, -0.179621, 0.132692], [0.932474, 1.475688, -1.438190], [-1.022793, -1.166752, -0.943369], [0.498557, 2.417862, -0.020005], [-0.653137, 2.261832, -1.379590], [-1.217411, 0.809551, 0.552535], [-0.531958, -3.594210, 1.071004]],
  "forces_ev_per_a": [[-0.4, -2.1, -0.9], [0.6, 0.6, 0.0], [0.3, 0.8, 0.0], [-0.6, -2.2, 0.3], [0.6, 0.0, 1.3], [-0.2, 1.5, -0.8], [0.0, 0.3, 0.0], [0.2, 0.1, -0.2], [0.1, 0.1, -0.2], [0.0, 1.0, 0.0], [0.0, 0.4, 0.1], [0.0, 0.0, 0.1], [-0.2, -0.1, 0.3], [-0.3, -0.5, 0.0]]
}

---

[2]
{
  "formula": "C5H8O",
  "method": "wB97M-V/def2-TZVPD",
  "total_charge": 0,
  "lumo_energy_ev": 0.94,
  "max_force_ha_per_bohr": 0.0085,
  "de_lowest_kcal_mol": 111.3,
  "homo_energy_ev": -8.7,
  "orbital_gap_ev": 9.67,
  "symbols": ["O", "C", "C", "C", "C", "C", "H", "H", "H", "H", "H", "H", "H", "H"],
  "coordinates": [[-0.134205, 1.288298, 1.656642], [-0.070027, -0.897768, 0.480114], [-0.691303, 0.127612, 1.287103], [0.428679, 0.425727, -1.154210], [1.230578, -0.469314, -0.187494], [-0.895964, 0.172502, -0.388129], [0.740625, 1.470421, -1.244171], [1.778376, -1.278882, -0.672565], [1.885003, 0.074303, 0.497089], [-1.652394, -0.177575, 1.729276], [-1.847910, -0.057165, -0.858308], [0.371534, -0.014012, -2.153007], [-0.408758, -1.928397, 0.540598], [-0.734234, 1.264250, 0.467063]],
  "forces_ev_per_a": [[0.1, 0.1, 0.1], [0.1, -0.2, 0.2], [-0.2, -0.3, 0.0], [0.1, 0.1, -0.1], [0.1, 0.0, 0.0], [-0.3, 0.0, -0.3], [0.0, -0.2, 0.0], [-0.1, 0.1, 0.1], [-0.1, -0.1, -0.1], [0.2, 0.1, 0.0], [0.2, 0.0, 0.1], [0.0, 0.1, 0.1], [0.0, 0.2, 0.0], [0.0, 0.1, -0.1]]
}

---

[3]
{
  "formula": "C5H8O",
  "method": "wB97M-V/def2-TZVPD",
  "smiles": "C=C[C@H](C)C=O",
  "total_charge": 0,
  "lumo_energy_ev": 1.04,
  "max_force_ha_per_bohr": 0.0103,
  "de_lowest_kcal_mol": 26.0,
  "homo_energy_ev": -9.7,
  "orbital_gap_ev": 10.69,
  "symbols": ["O", "C", "C", "C", "C", "C", "H", "H", "H", "H", "H", "H", "H", "H"],
  "coordinates": [[-0.432017, 0.995016, 1.980475], [-0.395756, 1.305646, 0.813536], [-1.442518, -1.128446, -0.474216], [-0.604076, -0.263640, -1.038988], [1.506790, -0.287478, 0.382338], [0.399263, 0.560323, -0.242597], [2.037377, -0.858570, -0.385425], [-0.624682, -0.118014, -2.117635], [1.085290, -0.987296, 1.108772], [-2.144112, -1.710661, -1.064666], [-1.000755, 2.156522, 0.434201], [2.228013, 0.346398, 0.908823], [-1.453575, -1.287945, 0.602913], [0.835699, 1.311511, -0.913905]],
  "forces_ev_per_a": [[0.1, 0.2, -0.5], [0.0, -0.1, 0.4], [0.1, 0.1, -0.1], [-0.2, -0.1, 0.0], [0.1, -0.1, 0.0], [0.0, 0.0, 0.0], [-0.1, 0.1, 0.1], [0.0, 0.0, 0.1], [0.0, 0.1, -0.1], [0.1, 0.1, 0.1], [0.0, -0.1, 0.1], [-0.1, -0.1, -0.1], [0.0, 0.0, -0.1], [-0.1, -0.1, 0.1]]
}

---

[4]
{
  "formula": "C5H8O",
  "method": "wB97M-V/def2-TZVPD",
  "total_charge": 0,
  "lumo_energy_ev": [0.34, 0.34],
  "max_force_ha_per_bohr": 0.0229,
  "de_lowest_kcal_mol": 118.4,
  "homo_energy_ev": [-7.5, -7.5],
  "orbital_gap_ev": [7.87, 7.87],
  "symbols": ["O", "C", "C", "C", "C", "C", "H", "H", "H", "H", "H", "H", "H", "H"],
  "coordinates": [[1.826116, -1.997108, 0.280564], [0.833302, 0.254256, -0.195699], [-0.272924, 0.664152, 0.871524], [-1.451915, -1.105417, -0.709683], [1.379552, -0.965767, 0.012960], [-0.743249, 0.202373, -0.418848], [-0.373078, -0.112239, 1.644884], [1.939671, 2.890176, 1.327407], [-2.521564, -0.968772, -0.518770], [-1.105704, -1.908369, -0.048595], [1.477308, 0.998166, -0.662366], [-1.335577, -1.428929, -1.749551], [-0.947780, 0.974164, -1.167098], [1.295838, 2.503311, 1.333272]],
  "forces_ev_per_a": [[-0.4, 1.0, -0.3], [0.3, -0.1, -0.1], [-0.2, -0.2, 0.0], [0.0, -0.1, 0.1], [0.2, -0.8, 0.3], [-0.1, 0.0, -0.1], [0.0, 0.0, -0.1], [0.0, 0.0, 0.0], [0.1, 0.0, 0.0], [0.0, 0.1, -0.1], [-0.1, -0.1, 0.1], [0.0, 0.1, 0.1], [0.1, -0.1, 0.1], [0.1, 0.1, 0.0]]
}

---

[5]
{
  "formula": "C5H8O",
  "method": "wB97M-V/def2-TZVPD",
  "smiles": "C1C[C@@H]2O[C@@H]2C1",
  "total_charge": 0,
  "lumo_energy_ev": 1.13,
  "max_force_ha_per_bohr": 0.0243,
  "de_lowest_kcal_mol": 31.1,
  "homo_energy_ev": -10.2,
  "orbital_gap_ev": 11.32,
  "symbols": ["O", "C", "C", "C", "C", "C", "H", "H", "H", "H", "H", "H", "H", "H"],
  "coordinates": [[-0.032996, 0.556538, 1.746441], [-0.946634, 0.625314, 0.656857], [0.417617, 1.121177, 0.520284], [0.326519, -1.088027, -0.410042], [-1.099630, -0.538087, -0.279048], [1.260140, 0.143792, -0.276986], [-1.843484, -1.270070, 0.035831], [2.210588, -0.136170, 0.199873], [0.401706, 2.190418, 0.370251], [0.482978, -1.627767, -1.347472], [-1.426524, -0.094548, -1.233681], [-1.771876, 1.310416, 0.846091], [1.515624, 0.585598, -1.246147], [0.505976, -1.778583, 0.417749]],
  "forces_ev_per_a": [[0.0, 0.0, 0.1], [-0.3, 0.0, -0.3], [-0.3, 0.1, -0.4], [0.0, -0.1, 0.0], [-0.1, -0.2, 0.1], [-0.1, 0.1, -0.1], [0.1, -0.1, -0.1], [-0.3, 0.3, 0.0], [1.0, 0.3, 0.6], [0.0, 0.0, 0.1], [0.0, -0.2, 0.2], [0.1, -0.1, -0.2], [-0.1, -0.1, 0.0], [0.1, 0.1, -0.1]]
}

---

[6]
{
  "formula": "C5H8O",
  "method": "wB97M-V/def2-TZVPD",
  "total_charge": 0,
  "lumo_energy_ev": [-0.79, -0.64],
  "max_force_ha_per_bohr": 0.0247,
  "de_lowest_kcal_mol": 126.5,
  "homo_energy_ev": [-8.5, -8.1],
  "orbital_gap_ev": [7.71, 7.49],
  "symbols": ["O", "C", "C", "C", "C", "C", "H", "H", "H", "H", "H", "H", "H", "H"],
  "coordinates": [[1.583306, 0.966961, -0.993136], [0.811414, -0.181163, -0.711427], [-2.701295, -1.310662, 0.298026], [-1.421112, -0.858961, 0.248553], [-0.570981, 0.097587, -0.279867], [1.823382, 1.749964, 0.151122], [-0.959346, -1.602132, 0.906128], [0.779599, -0.753683, -1.650971], [0.881375, 2.076308, 0.612654], [2.414646, 1.201179, 0.905030], [-2.989296, -1.853937, 1.196113], [2.390270, 2.626910, -0.170899], [1.353325, -0.818742, 0.019565], [-3.395287, -1.339628, -0.530891]],
  "forces_ev_per_a": [[0.0, -0.1, -0.1], [0.0, -0.1, 0.0], [-0.7, -0.1, -0.3], [0.8, 0.0, 0.0], [-0.5, -0.8, 0.0], [0.1, 0.2, 0.2], [1.0, 0.5, 0.6], [-0.1, 0.1, 0.1], [0.1, 0.0, -0.1], [-0.1, 0.0, -0.2], [0.0, -0.2, -0.4], [-0.1, -0.1, 0.1], [-0.2, 0.1, 0.0], [-0.2, 0.6, 0.0]]
}